DFT (ωB97M-V with the def2-TZVPD basis set) results for a cluster of 8 separate species, C49H102ClN10O11 in total.

Each line ends with the Löwdin charge.
Positions of all 173 atoms, in Å:
C  -3.161  -0.926  -4.059  -0.190
H  -8.446  3.565  0.672  0.097
C  1.324  2.910  0.851  -0.059
C  -5.293  -1.926  -2.057  -0.207
H  5.616  -4.081  1.198  0.114
H  3.737  -0.392  0.998  0.121
H  -5.146  -2.982  -2.276  0.107
O  9.557  -6.081  -1.803  0.006
C  6.101  -5.836  -0.932  0.012
H  -4.415  0.637  -3.177  0.098
H  3.470  7.663  -0.519  0.090
C  -2.975  2.778  2.228  -0.603
H  4.175  3.732  -3.505  0.052
H  -2.772  1.944  -6.804  0.137
O  2.241  4.700  2.153  0.124
H  -5.651  -3.703  -0.293  0.094
H  -7.434  4.034  -0.701  0.094
O  -0.838  -6.527  1.343  0.023
H  -5.077  4.322  -6.737  0.091
Cl  -4.568  2.620  1.460  0.618
H  -6.501  -0.481  -3.131  0.102
C  3.464  -3.885  1.437  -0.178
C  1.796  1.860  1.877  -0.084
H  -3.269  4.539  6.783  0.090
C  1.300  -6.894  4.193  -0.062
N  9.873  -7.742  -0.278  -0.198
H  -6.816  4.220  0.957  0.030
C  3.854  6.758  -0.982  -0.037
N  -3.385  2.564  7.451  -0.199
H  1.644  2.237  2.885  0.135
H  -4.724  3.656  6.270  0.099
H  8.778  -9.527  -0.337  0.089
C  1.324  4.296  1.483  -0.506
H  -2.579  2.075  9.318  0.084
H  -0.446  -1.039  0.485  0.136
H  0.686  -6.192  4.754  0.079
H  3.480  -4.963  1.590  0.110
H  4.071  0.767  -2.049  0.127
H  0.966  -3.207  2.092  0.131
N  -8.251  5.625  0.380  -0.203
C  4.817  -3.242  -0.638  -0.194
H  -0.476  1.130  -0.613  0.088
O  4.146  -4.293  -1.327  -0.001
H  4.495  2.547  -4.798  0.097
C  1.599  -2.751  2.856  -0.113
H  0.754  -8.770  1.625  0.097
H  -2.437  5.176  -5.002  0.089
C  1.829  2.317  -4.024  -0.028
H  -9.698  6.940  -0.240  0.132
C  8.862  -8.592  -0.885  -0.032
H  4.236  6.088  -0.211  0.092
H  -2.964  3.596  2.943  0.074
H  3.295  -3.915  3.602  0.106
H  -0.764  -5.767  3.220  0.127
C  -7.699  4.282  0.328  -0.053
H  -4.494  2.934  -7.673  0.084
H  -2.851  1.534  3.938  0.089
C  10.585  -8.217  0.893  -0.057
H  -2.022  1.533  0.181  0.084
C  -0.947  1.481  2.953  -0.091
N  2.841  -0.835  0.954  0.217
C  -9.356  5.896  -0.345  -0.359
C  -2.102  -0.044  -1.325  -0.171
H  -6.904  -1.712  1.630  0.067
H  -6.617  -3.398  2.097  0.065
H  6.452  -6.407  -1.785  0.094
C  -0.024  -0.883  3.035  -0.030
H  -0.598  2.485  2.711  0.104
C  4.626  -5.563  -1.144  -0.500
C  -5.640  -1.120  -3.321  -0.198
H  -1.533  5.434  -6.499  0.092
H  -1.713  3.348  8.438  0.089
H  11.304  -7.471  1.223  0.083
H  2.653  -1.501  0.224  0.112
C  -7.602  6.626  1.202  -0.061
C  -1.392  0.726  -0.186  -0.158
N  0.768  -7.076  2.857  -0.199
H  -7.387  -1.710  -1.493  0.103
H  6.732  -4.954  -0.870  0.070
H  4.326  -2.322  -0.949  0.113
H  2.655  -3.699  0.731  0.106
H  -8.135  7.572  1.132  0.082
H  -3.276  3.700  9.205  0.092
C  -3.651  3.579  6.446  -0.034
C  -4.261  3.948  -7.358  -0.052
H  2.849  1.692  1.669  0.131
N  1.105  0.590  1.647  0.038
C  -0.283  0.369  2.131  -0.326
C  -6.309  -2.599  1.428  -0.115
H  -2.239  -1.085  -1.030  0.102
H  -3.543  0.609  8.040  0.134
H  -0.199  4.756  0.465  0.112
H  -1.948  -0.723  1.297  0.121
H  -2.237  1.085  -4.065  0.089
O  2.077  0.339  -2.145  -0.034
H  6.311  6.465  -3.268  0.141
H  -4.168  4.581  -8.243  0.091
H  4.432  9.063  -2.438  0.092
H  11.119  -9.139  0.655  0.091
H  1.999  3.130  -4.723  0.092
H  -3.170  3.307  5.505  0.069
C  -2.311  2.848  -6.371  -0.355
H  6.095  8.576  -2.811  0.085
C  -1.221  -0.050  -2.585  -0.196
O  3.844  -6.483  -1.201  0.110
C  -4.508  -0.221  -3.846  -0.215
H  -7.427  -3.514  -0.171  0.100
N  3.082  1.953  -3.378  -0.177
H  1.756  -7.437  1.042  0.087
C  3.074  0.968  -2.481  -0.370
O  -1.265  2.804  -5.748  -0.005
C  -6.463  -3.026  -0.042  -0.250
C  10.120  -6.536  -0.824  -0.357
H  -4.370  -1.575  -1.600  0.079
H  -0.514  0.775  -2.533  0.074
H  9.881  -8.413  1.704  0.088
H  3.683  -2.356  2.965  0.100
H  -2.266  3.049  1.451  0.039
H  -0.622  -0.962  -2.567  0.117
C  -0.337  -6.428  2.442  -0.378
H  -3.010  -1.762  -3.376  0.103
H  -1.245  -0.216  -4.705  0.107
H  3.046  6.248  -1.511  0.089
H  1.178  -3.081  3.805  0.125
H  0.308  2.698  0.525  0.090
N  -3.020  3.966  -6.606  -0.196
C  3.062  -3.235  2.789  -0.156
H  -3.203  6.030  -6.361  0.087
H  -3.102  0.353  -1.479  0.099
H  5.849  -3.143  -0.979  0.119
H  2.320  -6.507  4.126  0.078
H  2.307  -8.421  2.419  0.087
H  6.199  -6.400  -0.010  0.094
H  -0.660  1.315  3.990  0.117
H  -5.257  -2.369  1.597  0.061
C  -1.962  0.041  -3.925  -0.197
H  1.418  1.460  -4.558  0.096
H  -0.368  -0.841  4.065  0.141
O  -4.369  0.932  6.213  0.009
C  -6.420  -1.811  -1.006  -0.209
H  1.316  -7.851  4.716  0.092
H  -5.928  -1.814  -4.112  0.112
O  -9.932  5.093  -1.049  0.018
C  -1.039  -0.239  0.937  -0.130
H  9.136  -8.799  -1.920  0.099
N  4.917  7.096  -1.914  -0.192
H  1.099  2.628  -3.275  0.084
H  5.044  -2.444  1.308  0.098
H  -6.573  6.775  0.867  0.087
H  1.947  2.899  -0.041  0.133
H  -6.233  -0.902  -0.430  0.101
C  -2.699  2.942  8.673  -0.054
C  -3.788  1.301  7.216  -0.356
C  1.439  -7.981  1.934  -0.029
H  5.146  2.294  -3.164  0.084
O  5.244  4.922  -2.484  -0.025
H  -4.831  0.178  -4.810  0.104
H  5.627  8.902  -1.133  0.093
C  -2.495  1.490  2.909  -0.216
H  -0.583  -1.719  2.611  0.123
N  1.395  -1.278  2.840  0.059
H  -7.592  6.303  2.245  0.088
C  5.521  6.108  -2.589  -0.320
C  1.829  -0.544  1.809  -0.293
H  7.900  -8.081  -0.880  0.067
O  0.197  5.039  1.298  0.107
C  4.300  2.675  -3.729  -0.048
H  -3.165  -1.333  -5.069  0.107
H  10.907  -5.976  -0.290  0.132
C  5.290  8.489  -2.085  -0.048
H  -2.932  0.596  2.481  0.100
C  -2.522  5.228  -6.088  -0.041
C  4.816  -3.419  0.874  -0.168

Atoms 1-2, force components in eV/Å:
0.1024 0.7718 -0.0565
0.0631 -0.0766 -0.0331

Its net charge is +1. As for the frontier orbital gap: 7.429 eV. Its calculated total energy is -102407.2052 eV.

=====

DFT (ωB97M-V with the def2-TZVPD basis set) results for a cluster of 6 separate species, C49H106Br2NO5P in total.

Each line ends with the Löwdin charge.
Positions of all 164 atoms, in Å:
C  0.099  -1.850  0.761  -0.048
C  -2.227  1.584  -7.628  -0.226
H  -8.519  4.187  3.120  0.097
H  -6.391  0.360  -3.002  0.070
H  6.172  -1.317  -1.365  0.059
H  -0.470  -1.143  2.758  0.125
C  -1.470  -4.991  2.107  -0.072
H  2.823  -0.233  -1.944  0.125
C  -0.617  -2.000  2.099  -0.206
C  -3.124  1.141  -6.471  -0.228
H  -1.974  4.085  -2.139  0.036
H  1.110  -9.360  3.494  0.098
C  0.483  -1.170  -1.561  -0.158
H  -0.607  -5.420  1.589  0.080
H  4.139  4.311  3.078  0.077
H  -4.302  -1.329  -2.499  0.105
H  1.154  -2.008  0.996  0.132
H  -3.504  3.088  -8.510  0.098
H  -10.752  4.355  1.024  0.074
H  -5.878  4.911  3.000  0.068
H  10.342  -1.870  -0.882  0.098
C  5.335  -1.236  -2.062  -0.100
C  0.704  -8.373  3.734  -0.266
H  1.793  9.311  6.073  0.068
C  -1.443  0.911  1.165  -0.153
H  7.848  -3.617  -1.245  0.069
H  2.597  -7.615  4.482  0.071
H  8.695  -1.298  -0.792  0.097
C  3.278  4.632  3.668  -0.107
H  -1.650  0.719  -7.969  0.111
H  -4.430  1.672  -10.343  0.069
H  -1.598  0.001  1.726  0.070
H  -2.063  -4.450  1.364  0.067
C  9.313  -1.790  -2.782  -0.229
H  5.082  8.210  4.572  0.108
H  4.110  -2.984  -1.691  0.114
C  11.698  -2.661  -3.209  -0.271
C  -1.049  -9.351  5.352  -0.228
H  -9.645  5.511  2.962  0.104
H  -0.287  -1.859  -1.918  0.131
H  -0.417  -4.686  3.960  0.109
C  8.864  -3.437  -0.884  -0.108
C  2.767  5.987  3.189  -0.278
H  -1.927  -1.206  -1.442  0.113
H  -4.236  0.005  0.056  0.074
H  8.285  -1.909  -3.141  0.096
H  3.398  8.005  2.810  0.101
O  1.014  1.484  -0.569  -0.171
C  -0.534  -10.786  5.262  -0.270
C  -2.346  -0.292  -1.018  -0.245
O  -0.032  -3.129  2.740  -0.143
C  -7.326  4.496  0.558  -0.230
H  -2.234  2.508  -9.559  0.105
C  2.518  9.051  5.301  -0.113
C  -3.464  -0.757  -0.056  -0.039
H  -10.788  3.366  2.484  0.068
H  1.970  8.933  4.365  0.064
C  12.334  -1.284  -3.377  -0.112
H  -1.782  -3.597  3.748  0.119
H  8.859  -3.562  0.199  0.070
H  5.650  -1.678  -3.010  0.069
H  -4.319  -0.180  -3.797  0.085
H  12.249  -0.941  -4.410  0.074
H  11.817  -2.994  -2.174  0.097
H  3.581  4.660  4.715  0.065
H  1.567  -8.298  5.734  0.066
C  -2.971  2.184  -8.819  -0.269
H  4.033  -1.746  -0.413  0.115
C  -10.129  3.813  1.739  -0.112
H  -4.642  1.814  -5.110  0.089
C  -3.212  3.400  -5.306  -0.103
O  -1.107  4.270  -1.751  -0.473
H  0.554  -10.786  5.154  0.098
H  -8.801  6.046  0.710  0.109
H  4.660  6.816  2.606  0.110
H  1.190  -6.717  5.049  0.067
H  -0.928  -11.154  3.150  0.064
Br  -0.182  1.841  -2.963  0.848
H  -2.606  3.893  -6.066  0.070
H  9.508  -4.213  -1.300  0.065
H  -2.130  -9.372  5.522  0.109
H  1.887  6.274  3.773  0.100
H  -0.523  1.335  1.591  0.124
H  2.508  3.865  3.569  0.064
H  -1.684  -2.195  1.963  0.103
H  -5.901  2.909  0.685  0.087
H  13.393  -1.307  -3.119  0.068
H  -4.760  4.929  1.634  0.076
H  -2.487  0.745  -5.673  0.097
H  2.421  5.886  2.158  0.044
H  -4.766  3.567  2.754  0.048
H  2.735  -1.534  -3.153  0.135
C  -8.192  5.442  1.391  -0.229
C  -0.954  -4.088  3.217  -0.274
C  3.817  7.094  3.246  -0.228
C  3.285  7.784  5.669  -0.272
C  1.176  0.345  0.174  -0.467
C  1.562  -7.716  4.811  -0.105
C  -4.012  2.243  -5.891  -0.258
O  1.691  -1.886  -1.408  -0.130
C  4.084  -1.909  -1.495  -0.216
C  10.222  -2.704  -3.604  -0.229
H  10.130  -2.428  -4.659  0.109
H  -0.617  -8.873  6.235  0.101
H  5.162  -0.169  -2.229  0.076
H  -3.434  0.315  -9.818  0.075
H  0.776  -7.786  2.814  0.099
H  -7.552  6.147  1.927  0.101
H  -3.755  0.308  -6.794  0.103
C  -4.320  -0.256  -2.709  -0.244
H  -2.056  -5.818  2.516  0.068
H  -2.074  3.700  2.276  0.039
H  -9.641  2.996  1.204  0.064
N  -2.287  2.781  2.632  -0.002
C  9.336  -2.040  -1.275  -0.271
H  -1.327  -8.890  3.264  0.102
H  -3.438  1.220  1.917  0.100
H  -1.492  2.308  -7.265  0.102
C  -3.016  0.402  -2.224  -0.206
C  -6.430  3.568  1.375  -0.270
H  -3.866  4.155  -4.867  0.073
H  9.866  -3.736  -3.533  0.101
C  -9.113  4.746  2.392  -0.271
C  -5.634  0.360  -2.215  -0.104
H  -0.791  -12.615  4.119  0.068
C  -1.159  -11.588  4.124  -0.112
H  4.906  6.532  5.022  0.100
C  4.352  7.397  4.647  -0.231
H  9.576  -0.746  -2.973  0.103
H  -3.171  1.473  -2.027  0.105
H  -0.188  -2.717  0.156  0.130
H  -1.168  -7.488  4.295  0.096
O  2.086  0.269  0.926  0.194
Br  1.098  4.344  0.009  0.469
H  -7.041  2.913  2.003  0.101
H  -3.117  -0.997  0.941  0.059
H  -4.697  2.616  -6.658  0.101
C  -0.324  1.667  -0.986  -0.753
H  -0.743  -11.288  6.210  0.104
C  -5.404  4.286  2.242  -0.110
H  11.858  -0.539  -2.737  0.064
H  0.605  -0.395  -2.307  0.048
C  -2.618  1.847  1.558  -0.322
H  -6.038  -0.145  -1.336  0.064
H  -2.319  0.362  -3.058  0.036
H  -4.739  0.909  -8.790  0.064
H  12.242  -3.384  -3.822  0.103
C  0.070  -0.602  -0.162  -0.234
H  2.581  6.959  5.804  0.097
P  -0.888  3.471  -0.351  0.615
C  2.812  -1.325  -2.076  -0.221
C  -1.136  0.438  -0.289  -0.231
H  -3.007  2.393  0.695  0.065
H  -7.964  3.892  -0.094  0.100
H  3.199  9.897  5.184  0.074
H  -3.934  -1.657  -0.455  0.087
H  -2.246  -11.624  4.225  0.074
C  -0.769  -8.493  4.117  -0.234
H  -2.535  3.037  -4.526  0.030
C  -3.949  1.216  -9.478  -0.111
H  3.769  7.929  6.638  0.103
H  -6.699  5.096  -0.110  0.108
H  -1.504  2.446  3.176  0.069
H  -5.475  1.404  -1.933  0.065

Atoms 1-2, force components in eV/Å:
-0.1364 -0.0828 -0.0342
0.0069 0.0085 0.0076

Its SMILES is CCCOC[C@@]1(CCOCC)C(=O)O[C@](Br)(P(O)Br)[C@@]1(CCN)[C@@H](C)CCC.CCCCCC.CCCCCC.CCCCCC.CCCCCC.CCCCCC. As for the frontier orbital gap: 9.210 eV. Its calculated total energy is -213634.2495 eV.

=====

no.,LUMO level (eV),HOMO energy (eV)
1,-2.99,-10.423
2,0.03,-9.185